10 unconnected molecules or ions with the total composition C64H152F12N5O5P5, computed with the ωB97M-V functional and the def2-TZVPD basis.

Structure (ORCA input):
```
! wB97M-V def2-TZVPD RIJCOSX def2/J DEFGRID3
* xyz 6 1
C 4.49 6.08 -6.01
C 5.76 6.55 -6.73
C 5.39 7.69 -7.71
C 6.63 8.26 -8.43
P 6.32 9.69 -9.49
C 5.31 9.21 -10.92
C 5.08 10.32 -11.99
C 3.78 10.12 -12.75
C 3.62 11.06 -13.93
C 7.88 10.28 -10.25
C 8.65 9.33 -11.17
C 9.83 9.97 -11.93
C 10.95 10.66 -11.16
C 5.57 11.12 -8.65
C 6.51 11.88 -7.67
C 5.90 13.09 -6.88
C 6.91 13.54 -5.83
H 3.69 5.96 -6.74
H 4.23 6.83 -5.26
H 4.69 5.16 -5.48
H 6.27 5.71 -7.21
H 6.48 7.04 -6.07
H 5.11 8.49 -7.01
H 4.57 7.60 -8.42
H 7.18 7.57 -9.08
H 7.35 8.55 -7.66
H 4.35 8.85 -10.55
H 5.76 8.33 -11.38
H 6.01 10.44 -12.54
H 5.00 11.30 -11.50
H 2.93 10.11 -12.07
H 3.77 9.14 -13.23
H 2.82 10.75 -14.60
H 4.43 11.00 -14.65
H 3.40 12.10 -13.67
H 8.53 10.50 -9.40
H 7.55 11.20 -10.73
H 8.00 8.95 -11.97
H 8.90 8.35 -10.78
H 9.47 10.64 -12.71
H 10.35 9.16 -12.45
H 10.60 11.63 -10.79
H 11.79 10.88 -11.81
H 11.32 10.01 -10.35
H 4.71 10.82 -8.06
H 5.28 11.82 -9.44
H 7.45 12.09 -8.18
H 6.84 11.22 -6.85
H 4.99 12.76 -6.39
H 5.71 13.80 -7.68
H 6.45 14.35 -5.26
H 7.83 13.93 -6.26
H 7.06 12.74 -5.11
C 19.17 21.13 -7.92
C 20.28 20.20 -7.45
C 20.43 18.92 -8.29
C 20.74 19.23 -9.77
P 20.80 17.86 -11.02
C 21.27 18.68 -12.57
C 21.86 17.78 -13.67
C 22.05 18.45 -15.01
C 20.73 18.74 -15.75
C 22.08 16.65 -10.54
C 21.71 15.78 -9.31
C 22.91 15.23 -8.52
C 23.80 16.36 -8.00
C 19.20 17.03 -11.33
C 18.02 17.95 -11.69
C 16.64 17.26 -11.41
C 16.31 17.24 -9.90
H 19.02 21.97 -7.24
H 18.21 20.60 -7.92
H 19.23 21.56 -8.92
H 19.98 19.89 -6.44
H 21.30 20.57 -7.31
H 19.50 18.34 -8.17
H 21.25 18.30 -7.93
H 21.74 19.65 -9.89
H 20.00 19.86 -10.27
H 22.01 19.46 -12.37
H 20.40 19.26 -12.90
H 21.30 16.84 -13.72
H 22.85 17.49 -13.30
H 22.67 17.95 -15.75
H 22.67 19.35 -14.87
H 20.96 19.15 -16.73
H 20.02 19.31 -15.15
H 20.22 17.79 -15.94
H 22.95 17.28 -10.38
H 22.23 15.99 -11.39
H 21.04 15.02 -9.73
H 21.12 16.41 -8.63
H 23.53 14.52 -9.07
H 22.52 14.67 -7.66
H 24.59 15.87 -7.42
H 23.23 16.98 -7.32
H 24.32 16.89 -8.80
H 18.99 16.50 -10.40
H 19.39 16.34 -12.16
H 17.95 18.16 -12.76
H 18.02 18.94 -11.23
H 16.67 16.26 -11.84
H 15.82 17.79 -11.91
H 15.25 16.96 -9.87
H 16.34 18.21 -9.40
H 16.86 16.45 -9.38
C 22.58 11.08 -12.27
C 21.22 11.81 -12.40
C 20.14 10.85 -12.90
C 18.75 11.23 -12.44
P 17.44 10.12 -13.09
C 17.86 8.48 -12.48
C 17.99 8.34 -10.95
C 18.05 6.89 -10.46
C 19.25 6.06 -10.94
C 15.78 10.66 -12.50
C 15.49 12.17 -12.48
C 13.96 12.42 -12.31
C 13.44 13.87 -12.42
C 17.52 10.09 -14.91
C 16.40 9.22 -15.55
C 16.48 9.23 -17.10
C 16.17 10.58 -17.75
H 22.85 10.80 -13.29
H 22.47 10.22 -11.61
H 23.28 11.74 -11.77
H 21.36 12.67 -13.05
H 20.98 12.14 -11.38
H 20.33 9.85 -12.49
H 20.25 10.67 -13.97
H 18.47 12.19 -12.87
H 18.57 11.20 -11.36
H 18.81 8.32 -13.01
H 17.16 7.78 -12.94
H 17.16 8.76 -10.38
H 18.91 8.83 -10.63
H 17.09 6.44 -10.75
H 18.03 6.85 -9.37
H 20.17 6.32 -10.43
H 19.42 6.18 -12.01
H 18.87 5.04 -10.84
H 15.85 10.23 -11.49
H 15.06 10.05 -13.06
H 15.79 12.60 -13.44
H 16.06 12.69 -11.71
H 13.77 12.03 -11.30
H 13.46 11.76 -13.02
H 13.54 14.39 -13.36
H 14.03 14.39 -11.66
H 12.41 13.92 -12.07
H 18.52 9.73 -15.15
H 17.49 11.13 -15.25
H 15.44 9.60 -15.17
H 16.41 8.16 -15.28
H 15.72 8.50 -17.37
H 17.48 8.87 -17.29
H 15.12 10.73 -18.00
H 16.76 10.62 -18.66
H 16.52 11.45 -17.19
C 15.00 16.67 -3.89
C 14.92 16.22 -5.34
C 14.63 17.44 -6.23
O 15.73 18.30 -6.18
C 15.47 19.69 -6.15
N 16.31 15.72 -5.81
H 17.07 16.31 -5.48
H 16.50 14.76 -5.50
H 16.30 15.65 -6.83
H 14.04 16.99 -3.51
H 15.77 17.41 -3.66
H 15.33 15.78 -3.33
H 14.23 15.40 -5.53
H 13.74 17.89 -5.79
H 14.47 17.07 -7.24
H 14.90 19.91 -7.06
H 16.39 20.27 -6.16
H 14.89 20.00 -5.28
C 12.50 18.86 -11.25
C 12.62 19.06 -9.77
O 13.64 19.12 -9.17
N 11.29 19.14 -9.06
H 10.64 19.79 -9.53
H 10.85 18.21 -9.16
C 11.39 19.56 -7.62
H 13.25 18.16 -11.61
H 12.55 19.81 -11.78
H 11.54 18.40 -11.49
H 11.82 18.70 -7.09
H 10.42 19.62 -7.13
H 11.94 20.49 -7.57
C 13.48 7.91 -8.22
C 14.60 8.86 -7.84
O 15.64 8.48 -7.43
N 14.22 10.29 -7.56
H 13.45 10.34 -6.89
H 15.06 10.66 -7.10
C 13.91 11.03 -8.87
H 13.51 7.07 -7.52
H 13.64 7.46 -9.20
H 12.50 8.37 -8.19
H 12.83 10.92 -8.97
H 14.45 10.56 -9.69
H 14.16 12.07 -8.70
C 9.12 16.78 -4.88
C 9.43 15.39 -4.42
O 8.83 14.82 -3.59
N 10.59 14.73 -5.13
H 10.24 13.82 -5.47
H 10.78 15.15 -6.05
C 11.82 14.56 -4.29
H 9.71 17.09 -5.74
H 9.42 17.47 -4.08
H 8.05 16.99 -4.95
H 12.55 14.09 -4.95
H 11.58 13.98 -3.40
H 12.23 15.54 -4.08
C 7.30 16.08 -10.52
C 7.51 14.79 -11.27
O 7.15 13.73 -10.89
N 8.32 14.82 -12.57
H 7.81 14.00 -12.93
H 7.99 15.62 -13.13
C 9.78 14.52 -12.46
H 6.50 15.81 -9.84
H 7.03 16.91 -11.18
H 8.23 16.42 -10.06
H 10.08 14.37 -13.50
H 9.92 13.62 -11.88
H 10.35 15.36 -12.06
P 11.60 15.17 -8.51
F 10.15 14.85 -7.85
F 10.80 16.39 -9.26
F 11.87 16.14 -7.23
F 12.98 15.68 -9.18
F 12.39 14.01 -7.71
F 11.29 14.16 -9.71
P 7.74 18.67 -8.00
F 6.47 19.62 -7.87
F 6.74 17.42 -7.66
F 7.53 18.63 -9.61
F 9.05 17.69 -8.15
F 8.74 19.95 -8.25
F 7.99 18.87 -6.41
*
```

Results
Orbital gap ... 0.278 Ha
E_tot ... -165529.276 eV
LUMO energy ... -12.5 eV
HOMO level ... -20.043 eV